Entry 1:
16
Properties=species:S:1:pos:R:3 method="wB97M-V/def2-TZVPD" gap_ha=0.3192 total_charge=0 molar_mass_g_mol=116.116 homo_energy_ha=-0.303 energy_ev=-11447.202 largest_force_ha_per_bohr=0.1627 e_above_lowest_kj_mol=995.5
C 1.904 -0.466 -0.255
C 0.764 -0.144 0.600
C -0.186 0.754 -0.147
C -2.434 0.303 -0.160
C -0.611 -0.576 0.436
H 3.670 0.490 -0.205
H 1.415 -0.557 -1.200
H 2.529 -1.402 -0.294
H 0.647 -0.428 1.819
H 0.118 0.682 -1.276
H -2.809 -0.164 0.874
H -3.343 0.569 -0.930
H -1.253 -0.462 1.399
O 2.503 0.864 -0.163
O -1.415 1.471 0.069
O -1.500 -0.937 -0.565

Entry 2:
16
Properties=species:S:1:pos:R:3 method="wB97M-V/def2-TZVPD" gap_ha=0.3099 total_charge=0 molar_mass_g_mol=116.116 homo_energy_ha=-0.333 energy_ev=-11454.462 largest_force_ha_per_bohr=0.0454 e_above_lowest_kj_mol=295.0
C 1.044 0.061 2.262
C -0.345 -0.493 -1.156
C -1.590 0.338 -1.442
C -0.156 -0.054 1.504
C 0.662 0.217 -0.273
O 2.016 -0.717 2.090
O -1.310 -0.246 1.661
O 1.903 -0.251 -0.337
H 2.208 -0.642 0.593
H 1.118 1.010 2.814
H 0.627 1.309 -0.360
H 0.166 -0.725 -2.096
H -0.605 -1.456 -0.704
H -1.327 1.286 -1.915
H -2.263 -0.202 -2.108
H -2.148 0.564 -0.534

Entry 3:
17
Properties=species:S:1:pos:R:3 method="wB97M-V/def2-TZVPD" gap_ha=0.2959 total_charge=-2 molar_mass_g_mol=132.115 homo_energy_ha=-0.051 energy_ev=-13505.119 largest_force_ha_per_bohr=0.0246 e_above_lowest_kj_mol=57.4
C 0.184 1.814 -1.702
C -1.310 1.670 -2.179
O -2.198 2.003 -1.380
O -1.412 1.343 -3.390
H 0.326 1.828 -0.627
H 0.348 2.779 -2.198
H 0.852 1.122 -2.215
C 0.312 -1.877 1.418
C 1.016 -0.858 0.499
C -0.608 -1.199 2.471
O -1.784 -1.625 2.535
O -0.082 -0.316 3.193
H -0.340 -2.537 0.849
H 1.082 -2.433 1.958
H 2.083 -1.074 0.373
H 0.916 0.145 0.910
H 0.616 -0.785 -0.515

Entry 4:
17
Properties=species:S:1:pos:R:3 method="wB97M-V/def2-TZVPD" gap_ha=0.3012 total_charge=-2 molar_mass_g_mol=132.115 homo_energy_ha=-0.067 energy_ev=-13505.714 largest_force_ha_per_bohr=0.0307 e_above_lowest_kj_mol=0.0
C -1.795 1.022 -1.132
C -2.442 1.376 -2.494
O -3.300 0.549 -2.900
O -2.056 2.428 -3.050
H -2.099 1.727 -0.355
H -0.707 1.030 -1.151
H -2.151 0.043 -0.812
C 1.391 -1.141 0.637
C 0.514 -0.119 1.333
C 2.697 -1.396 1.467
O 2.516 -1.710 2.673
O 3.793 -1.274 0.877
H 0.916 -2.094 0.394
H 1.774 -0.789 -0.328
H 0.423 -0.487 2.358
H -0.507 0.011 0.988
H 1.034 0.825 1.496